No. 1
# C4H6NO2

The ion C4H6NO2 with charge +1 in a non-equilibrium geometry (ωB97M-V/def2-TZVPD, OMol25).

## Properties
- F_max: 0.077 hartree/bohr
- Gap between HOMO and LUMO: 8.6 eV

```
! wB97M-V def2-TZVPD RIJCOSX def2/J DEFGRID3
* xyz 1 1
O 1.131 -1.083 -0.180
O 3.165 -0.207 0.180
N -2.356 -0.758 0.132
C -1.424 0.183 0.140
C 2.015 -0.101 -0.017
C 1.161 1.145 0.021
C -0.141 0.453 -0.100
H 1.324 1.747 -0.846
H -1.968 1.160 0.146
H 1.079 1.805 1.024
H -2.244 -1.793 0.296
H -3.265 -0.629 -0.363
H 1.524 -1.922 -0.432
*
```

Atom charges from the Löwdin analysis, given in e for atoms 1 to 5:
1. O 0.156
2. O 0.239
3. N 0.095
4. C -0.156
5. C -0.511


No. 2
# C4H6NO3

The ion C4H6NO3 with charge -1 in a non-equilibrium geometry (ωB97M-V/def2-TZVPD, OMol25).

## Properties
- F_max: 0.111 hartree/bohr
- SMILES: CCC(=O)NC(=O)[O-]
- Gap between HOMO and LUMO: 7.9 eV

```
! wB97M-V def2-TZVPD RIJCOSX def2/J DEFGRID3
* xyz -1 1
O 0.728 -2.925 1.856
O 1.609 0.407 1.561
O -0.875 -2.953 0.300
N 0.253 -0.985 0.296
C 0.931 0.220 0.499
C -0.909 1.166 -0.842
C 0.454 1.435 -0.358
C 0.075 -2.402 0.910
H 0.262 2.308 0.460
H -1.276 2.068 -1.256
H -0.988 0.461 -1.686
H 0.011 -1.204 -0.722
H 1.242 1.614 -0.967
H -1.519 0.790 -0.052
*
```

Atom charges from the Löwdin analysis, given in e for atoms 1 to 5:
1. O -0.071
2. O -0.041
3. O -0.101
4. N 0.104
5. C -0.438


Which energy above the lowest of the compared OMol25 structures with the same formula, charge and spin belongs to each record? In order, 2.986, 1.668 eV.
Which DFT total energy belongs to each record? In order, -360.8642, -436.5379 Eh.